{
  "formula": "C4H8O3",
  "method": "wB97M-V/def2-TZVPD",
  "elements": ["C", "O", "C", "O", "C", "C", "O", "H", "H", "H", "H", "H", "H", "H", "H"],
  "coordinates": [[2.331, 1.352, 0.892], [0.902, 1.265, 0.814], [0.481, 0.176, 0.151], [1.241, -0.570, -0.425], [-1.007, -0.060, 0.229], [-1.413, -0.996, -0.897], [-2.785, -1.302, -0.756], [2.778, 1.229, -0.096], [2.565, 2.329, 1.310], [2.704, 0.557, 1.544], [-1.220, -0.536, 1.195], [-1.576, 0.875, 0.208], [-1.203, -0.509, -1.862], [-0.784, -1.894, -0.843], [-3.014, -1.915, -1.465]],
  "forces_ev_per_angstrom": [[0.2, 0.1, 0.1], [-0.1, -0.1, 0.0], [0.2, -0.3, -0.2], [-0.2, 0.3, 0.2], [0.0, 0.0, 0.0], [0.4, 0.1, 0.0], [-0.2, -0.1, -0.2], [-0.1, 0.1, 0.1], [-0.1, -0.1, 0.0], [0.0, 0.1, -0.1], [0.0, 0.1, -0.1], [0.2, -0.1, 0.0], [-0.1, -0.1, 0.1], [-0.2, 0.1, 0.0], [-0.1, 0.1, 0.2]],
  "lowdin_charge": [-0.05, -0.03, -0.50, 0.10, -0.07, -0.28, -0.06, 0.09, 0.09, 0.10, 0.14, 0.13, 0.13, 0.12, 0.09],
  "homo_lumo_gap_ha": 0.4125,
  "e_above_lowest_ev": 0.931,
  "lumo_energy_ev": 0.871,
  "total_charge": 0,
  "e_tot_ha": -382.930622,
  "smiles": "COC(=O)CCO"
}